1.
Here is a 9-piece molecular cluster, C24H70ClN6O12 overall in a non-equilibrium geometry from the Open Molecules 2025 dataset. Energies are from ωB97M-V with the def2-TZVPD basis set.

Geometry as XYZ:
```
113
Properties=species:S:1:pos:R:3
Cl -11.95 -15.30 21.80
O -16.12 -19.31 25.78
O -12.97 -11.82 21.93
O -5.72 -15.68 22.19
O -10.55 -16.85 16.34
O -13.14 -14.66 21.36
O -13.74 -22.11 20.28
O -12.03 -15.63 23.23
O -7.50 -10.99 19.33
O -10.75 -14.50 21.63
O -11.57 -12.92 24.33
O -14.30 -16.23 16.02
O -11.76 -16.51 21.03
N -11.98 -19.37 21.92
N -7.72 -17.14 23.52
N -10.06 -11.30 21.96
N -10.91 -13.89 18.49
N -14.05 -17.46 18.54
N -12.84 -18.38 24.42
C -14.02 -23.45 20.71
C -15.01 -17.87 23.44
C -5.53 -14.30 21.89
C -9.52 -11.10 20.59
C -10.20 -14.93 17.70
C -13.07 -21.36 21.29
C -6.12 -10.84 19.30
C -16.51 -20.05 26.93
C -11.24 -18.02 15.93
C -12.57 -20.06 20.75
C -14.28 -18.23 24.74
C -14.75 -19.48 25.42
C -8.79 -15.18 18.25
C -7.30 -17.47 22.15
C -11.56 -20.16 19.63
C -15.38 -17.16 17.96
C -15.20 -17.22 16.43
C -14.00 -16.34 14.62
C -10.97 -16.25 17.54
C -8.03 -10.81 20.63
C -10.36 -10.03 19.92
C -8.45 -18.19 21.40
C -6.76 -16.23 21.40
C -15.83 -15.83 18.52
H -11.27 -18.18 14.85
H -9.67 -12.00 19.98
H -9.20 -17.43 21.16
H -13.14 -15.73 14.38
H -10.77 -14.16 19.47
H -13.43 -11.32 21.23
H -16.76 -15.44 18.08
H -14.02 -17.01 19.44
H -13.36 -12.71 21.89
H -11.43 -10.21 20.00
H -7.88 -9.79 21.02
H -12.03 -16.02 17.52
H -16.21 -17.08 16.01
H -5.21 -14.21 20.84
H -10.07 -9.88 18.88
H -17.51 -20.45 26.74
H -13.42 -19.49 20.36
H -9.81 -12.26 22.19
H -8.28 -15.91 17.61
H -11.91 -12.43 23.57
H -15.84 -20.87 27.17
H -6.51 -18.22 22.26
H -15.05 -15.06 18.51
H -8.87 -15.54 19.28
H -12.37 -18.33 25.33
H -5.73 -9.90 19.71
H -13.39 -16.93 17.99
H -14.85 -18.23 16.21
H -14.65 -20.40 24.83
H -6.92 -16.66 23.91
H -11.89 -14.15 18.39
H -14.51 -17.42 25.45
H -13.82 -17.40 14.47
H -13.82 -21.14 22.06
H -12.02 -20.52 18.70
H -14.66 -23.92 19.97
H -10.09 -14.49 16.71
H -10.18 -9.13 20.52
H -16.59 -19.33 27.75
H -10.71 -18.79 16.50
H -11.37 -13.78 23.93
H -16.09 -17.82 23.60
H -10.77 -20.90 19.81
H -14.99 -18.67 22.69
H -13.04 -23.92 20.55
H -14.67 -16.91 23.05
H -8.90 -18.94 22.04
H -10.75 -16.78 18.48
H -14.93 -16.08 14.10
H -16.02 -17.97 18.34
H -8.11 -14.33 18.34
H -8.02 -18.55 20.46
H -5.61 -11.60 19.90
H -14.41 -23.53 21.72
H -11.07 -11.38 21.86
H -16.05 -15.94 19.59
H -8.52 -16.52 23.48
H -6.46 -13.73 21.98
H -7.48 -11.45 21.32
H -7.55 -15.48 21.29
H -4.74 -13.91 22.53
H -11.89 -18.42 21.55
H -6.38 -16.55 20.42
H -14.17 -19.62 26.34
H -12.68 -19.35 22.66
H -5.74 -11.02 18.29
H -12.26 -17.93 16.32
H -11.18 -19.17 19.37
H -12.49 -17.51 24.02
H -12.25 -21.94 21.74
```

Summary:
- total charge = -1
- electronic energy (a.u.) = -2647.7262
- spin multiplicity = 1
- highest occupied orbital energy (eV) = -6.19
- frontier orbital gap (eV) = 8.71

=====

2.
Here is a single C4H5N3O2 molecule in a non-equilibrium geometry from the Open Molecules 2025 dataset. Energies are from ωB97M-V with the def2-TZVPD basis set.

Geometry as XYZ:
```
14
Properties=species:S:1:pos:R:3
O -1.48 -1.93 -0.01
O 2.71 0.55 -0.01
N -1.14 -0.60 -0.02
N 0.14 1.11 -0.01
N 1.14 -1.15 -0.01
C -1.97 0.46 -0.01
C -1.16 1.57 0.00
C 2.41 -0.65 -0.01
C 0.17 -0.24 0.02
H 0.97 1.67 0.11
H -0.58 -2.32 0.05
H -3.04 0.32 -0.03
H 3.19 -1.44 -0.02
H -1.35 2.64 -0.05
```

Summary:
- electronic energy (a.u.) = -470.1270
- spin multiplicity = 1
- highest occupied orbital energy (eV) = -8.35
- SMILES string = O=C/N=c1\[nH]ccn1O
- frontier orbital gap (eV) = 9.15

=====

3.
Here is a single C4H6O molecule in a non-equilibrium geometry from the Open Molecules 2025 dataset. Energies are from ωB97M-V with the def2-TZVPD basis set.

Geometry as XYZ:
```
11
Properties=species:S:1:pos:R:3
O -2.75 0.07 0.41
C -0.33 0.15 0.23
C 2.18 -0.08 0.12
C 0.96 0.00 -0.47
C -1.52 -0.10 -0.32
H -1.59 -0.29 -1.41
H -0.29 0.78 1.22
H 2.14 -0.08 1.24
H 3.11 0.25 -0.42
H 0.83 0.01 -1.57
H -2.74 -0.70 0.97
```

Summary:
- electronic energy (a.u.) = -231.1712
- spin multiplicity = 1
- highest occupied orbital energy (eV) = -8.93
- SMILES string = C=C/C=C/O
- frontier orbital gap (eV) = 9.83

=====

4.
Here is a 14-piece molecular cluster, C56H112O14 overall in a non-equilibrium geometry from the Open Molecules 2025 dataset. Energies are from ωB97M-V with the def2-TZVPD basis set.

Geometry as XYZ:
```
182
Properties=species:S:1:pos:R:3
O -3.57 -3.04 1.00
O -2.45 -1.13 5.12
O -2.88 2.38 -2.82
O 0.38 -1.92 -4.83
O 0.93 0.39 -0.03
O -4.19 2.71 4.00
O 6.37 -0.64 -2.89
O 2.08 6.15 -1.03
O 1.60 -4.37 2.23
O -6.31 -0.22 -0.86
O 2.59 1.76 -3.34
O -0.38 -5.25 -1.91
O 5.05 1.66 0.84
O -0.68 4.33 3.87
C -0.78 2.78 5.70
C 2.35 -2.20 2.67
C 3.28 1.91 -2.09
C 3.48 1.80 2.61
C 2.26 6.42 0.34
C 1.13 -1.31 -6.97
C -4.12 -5.24 1.43
C 2.09 5.04 1.01
C 4.39 3.15 -3.84
C 0.23 -4.54 -2.98
C -3.96 3.23 -3.18
C 1.90 -5.94 -2.10
C -1.04 -0.78 0.33
C 6.06 -2.23 -1.23
C 0.65 -0.27 -1.26
C 4.43 2.90 -2.32
C -3.73 3.30 2.80
C -0.81 -0.69 -1.19
C 0.54 -6.23 -1.43
C -3.44 4.64 -2.87
C 0.94 4.45 0.22
C -3.40 0.93 2.62
C -2.77 -1.99 4.04
C 5.15 -1.29 -3.22
C 2.98 -2.70 1.36
C -2.74 4.37 -1.55
C -0.24 0.45 0.78
C 0.37 3.38 3.67
C -3.16 -1.64 6.25
C -2.83 -5.25 0.62
C 1.21 -3.19 2.92
C -4.23 -2.44 4.27
C 4.76 -2.12 -1.98
C -2.11 2.99 -1.79
C -6.54 -1.37 -1.64
C 0.36 -2.38 -6.18
C -2.99 2.27 1.96
C -5.34 -1.51 -2.62
C 1.34 -0.89 -4.65
C 1.14 5.09 -1.18
C 2.14 -0.84 -5.94
C -4.39 -0.37 -2.17
C -4.70 -3.90 1.01
C 0.10 2.22 4.58
C 2.93 2.87 -4.16
C -4.54 -1.86 5.65
C 5.53 2.72 1.67
C -4.91 -0.06 -0.79
C -1.07 4.21 5.23
C 3.98 0.93 1.47
C -4.38 1.31 3.74
C 6.68 -0.87 -1.52
C 1.69 -4.54 -2.70
C -2.41 -3.77 0.56
C 4.69 2.68 2.95
C 2.20 -3.98 1.02
H 3.25 6.85 0.51
H 5.01 2.43 -4.37
H -3.46 4.24 -0.73
H 1.99 -3.72 -2.05
H -0.56 4.91 5.90
H 0.16 5.49 -1.48
H -7.48 -1.21 -2.17
H 2.91 -1.98 0.54
H -1.91 2.42 2.06
H -2.12 5.20 -1.21
H 4.45 0.06 1.94
H -4.63 0.96 -0.51
H 1.57 -1.63 -7.91
H -4.81 2.93 -2.55
H -0.04 4.68 0.64
H -4.29 -3.53 4.29
H 2.25 -4.36 -3.63
H 6.59 2.61 1.88
H 2.87 -4.80 0.74
H -0.23 -3.56 -2.94
H 0.95 -3.45 3.94
H 1.49 4.40 -1.95
H -2.70 -2.56 6.65
H 2.56 2.21 -1.32
H 4.67 4.16 -4.15
H -3.36 -0.71 -2.06
H 0.41 3.17 2.60
H 0.22 -7.25 -1.63
H 4.04 -2.94 1.45
H 6.36 -0.07 -0.85
H -2.09 -2.85 3.95
H -2.09 -0.81 0.64
H 4.37 3.67 3.29
H 5.32 3.68 1.18
H -0.94 -1.68 -1.65
H 6.69 -3.06 -1.59
H 0.44 -0.49 -7.18
H 1.97 -1.19 -3.81
H -3.19 2.34 0.90
H -4.82 -2.46 -2.48
H -6.65 -2.29 -1.05
H -0.48 1.44 4.08
H 5.39 2.43 -2.11
H -2.16 -3.44 -0.45
H 5.97 -2.48 -0.17
H -2.12 4.51 5.31
H 1.00 1.72 4.95
H -1.46 0.04 -1.65
H -4.45 -0.67 0.01
H 3.74 0.96 -1.82
H -4.29 3.13 -4.21
H 2.70 2.63 -5.20
H -5.25 -2.43 6.25
H 2.66 2.44 2.28
H -2.52 0.51 3.12
H 0.96 3.36 0.20
H -0.57 -1.68 0.72
H 1.48 -3.84 0.20
H -2.14 2.41 -0.87
H 1.26 -1.16 -1.45
H 0.03 -5.02 -3.96
H 4.35 3.85 -1.80
H 3.16 0.73 0.79
H 1.34 3.82 3.94
H -4.31 0.70 4.64
H 3.06 -2.21 3.50
H -1.63 -3.58 1.29
H 4.21 -3.02 -2.26
H -0.78 1.39 0.63
H 3.00 4.48 0.81
H 1.90 5.22 2.06
H -5.43 -3.48 1.70
H -3.10 -5.67 -0.35
H 0.06 0.31 1.81
H 4.32 -0.62 -3.48
H -2.68 -1.44 3.10
H -3.99 -5.23 2.51
H 3.23 1.26 3.52
H -5.15 -3.89 0.01
H -1.10 3.21 -2.18
H 4.09 -1.56 -1.31
H 0.86 0.07 -4.46
H 1.47 7.10 0.68
H 2.05 -1.16 2.56
H 2.67 0.11 -6.06
H -0.33 2.88 6.69
H -4.73 -6.13 1.26
H 0.84 -3.35 -6.28
H -1.74 2.27 5.74
H -5.01 -0.88 5.55
H -4.39 0.48 -2.83
H -3.11 4.17 3.03
H 2.09 -6.69 -2.86
H -3.79 0.18 1.94
H 2.98 -1.53 -5.81
H -4.58 3.73 2.26
H 0.25 -2.84 2.51
H 5.31 2.19 3.71
H 7.77 -0.85 -1.41
H -5.40 1.17 3.37
H 2.69 -5.90 -1.34
H 5.36 -1.95 -4.06
H -2.00 -5.86 1.00
H -2.71 4.89 -3.65
H 2.33 3.76 -3.93
H -0.66 -2.43 -6.56
H -5.53 -1.51 -3.69
H 0.78 0.46 -2.07
H -4.23 5.39 -2.79
H 0.56 -6.18 -0.33
H -3.17 -0.92 7.06
H -4.89 -2.06 3.50
```

Summary:
- electronic energy (a.u.) = -3254.0516
- spin multiplicity = 1
- highest occupied orbital energy (eV) = -9.36
- frontier orbital gap (eV) = 10.01

=====

5.
Here is C10H50ClF9N2O24S as an isolated structure from the Open Molecules 2025 dataset. Energies are from ωB97M-V with the def2-TZVPD basis set.

Geometry as XYZ:
```
97
Properties=species:S:1:pos:R:3
Cl 0.79 -1.08 -4.27
S 2.57 3.12 -3.97
F -1.34 -1.36 -0.32
F -0.30 -3.81 -0.66
F 1.77 -2.74 2.45
F 2.16 -3.73 0.19
F -0.26 -2.71 1.70
F 0.93 -0.89 1.73
F 1.12 -3.09 -2.12
F 2.40 -1.61 -0.26
F -1.26 -2.00 -2.40
O -3.79 4.54 4.50
O -0.69 4.55 4.29
O -5.43 5.17 2.13
O 4.94 4.37 -5.59
O -0.32 5.06 -0.65
O 1.18 -6.80 0.06
O 0.71 -6.22 -3.31
O -0.19 3.36 1.74
O 3.67 -4.64 -2.80
O -1.56 8.70 7.04
O -4.48 -0.95 0.08
O -5.97 -6.79 -3.48
O 1.64 5.89 -4.85
O 7.13 0.57 -2.53
O 2.85 -7.18 2.26
O -2.66 -0.86 2.55
O -2.36 8.40 9.83
O -1.45 -2.42 -6.00
O -3.92 -3.81 -0.22
O -3.68 -8.50 -2.19
O -2.00 -6.37 -0.71
O 5.91 3.22 -2.86
O 4.44 -2.17 3.86
O -0.26 7.31 4.73
N 2.07 3.37 -2.48
N 2.02 1.66 -4.27
C 0.20 0.77 -0.72
C 0.44 -2.73 -1.02
C 1.39 1.27 -3.14
C 0.79 1.98 -0.88
C 0.77 0.01 -2.95
C 0.96 -2.20 1.52
C 1.41 2.25 -2.12
C -0.50 -1.54 -1.37
C 0.18 -0.24 -1.73
C 1.51 -2.53 0.09
H -3.65 -0.84 0.57
H 7.38 0.13 -1.71
H 3.06 -7.66 3.07
H -4.50 -8.00 -2.15
H 1.17 -6.98 1.01
H 5.10 3.74 -6.31
H -0.52 7.17 3.82
H -1.73 -0.93 2.32
H -1.49 -3.16 -5.39
H 1.30 -5.84 0.02
H -3.20 7.99 10.07
H -3.09 -3.69 0.26
H -0.11 4.31 1.62
H -2.16 -2.58 -6.63
H -2.51 9.34 9.95
H 3.34 -4.24 -1.99
H -6.34 5.47 2.18
H -4.52 4.37 3.90
H -1.24 -6.66 -0.19
H -0.20 3.24 2.69
H 3.65 -5.59 -2.63
H -2.92 -1.76 2.78
H 5.82 3.52 -3.77
H -1.51 5.06 4.30
H -3.91 -4.74 -0.49
H -6.33 -6.00 -3.90
H -4.48 -1.87 -0.20
H 7.93 0.59 -3.06
H 0.60 -6.44 -2.37
H 0.12 5.58 -1.32
H -0.86 7.99 5.08
H -2.47 8.52 7.32
H 0.87 -5.28 -3.33
H -1.05 8.56 7.85
H 0.77 2.69 -0.06
H -0.13 5.01 4.92
H -3.80 3.81 5.13
H 4.35 -2.91 4.47
H 5.82 2.26 -2.90
H -5.78 -7.39 -4.21
H -1.79 -5.45 -0.92
H 3.77 -2.33 3.19
H 0.86 6.45 -4.86
H 3.68 -7.16 1.77
H -3.09 -8.03 -1.58
H 4.62 5.16 -6.03
H -5.02 5.72 1.46
H 2.23 6.30 -4.21
H -1.24 5.36 -0.64
H -0.30 0.58 0.22
```

Summary:
- electronic energy (a.u.) = -4083.4934
- spin multiplicity = 1
- highest occupied orbital energy (eV) = -8.67
- frontier orbital gap (eV) = 8.36

=====

6.
Here is an isolated ion of composition C5H12IN2 and charge +1 in a non-equilibrium geometry from the Open Molecules 2025 dataset. Energies are from ωB97M-V with the def2-TZVPD basis set.

Geometry as XYZ:
```
20
Properties=species:S:1:pos:R:3
I -1.09 1.66 2.37
N 1.05 0.47 -0.97
N -2.46 -0.66 1.37
C 1.12 -0.06 0.35
C -1.31 0.16 0.72
C 1.46 -0.42 -2.04
C -0.10 -0.79 0.94
C 0.62 1.66 -1.20
H 2.16 -0.58 0.41
H -2.22 -0.94 2.30
H 0.47 2.31 -0.39
H 1.40 -1.43 -1.92
H 2.58 -0.13 -2.37
H 1.04 -0.23 -3.03
H -0.11 -0.93 2.00
H -0.25 -1.71 0.33
H 1.21 0.87 1.11
H -3.23 0.00 1.30
H -2.64 -1.46 0.77
H 0.30 2.22 -2.06
```

Summary:
- total charge = +1
- electronic energy (a.u.) = -604.5185
- spin multiplicity = 1
- highest occupied orbital energy (eV) = -11.39
- frontier orbital gap (eV) = 6.87